[1]
Entry from OMol25: a structure of composition C45H39N2O5PPdS in a non-equilibrium geometry (wB97M-V/def2-TZVPD).

Each line ends with the Mulliken spin population.
Atoms and positions in Å:
Pd 0.78 0.01 -0.72  1.412
C -2.06 1.23 -2.20  -0.009
O -0.67 0.89 -2.36  0.066
C -0.31 0.34 -3.55  0.073
C -1.17 0.05 -4.59  -0.040
C -0.66 -0.42 -5.79  0.100
C 0.71 -0.61 -5.97  -0.026
C 1.58 -0.34 -4.94  0.082
C 1.07 0.13 -3.72  0.027
N 1.87 0.45 -2.64  0.436
N 3.08 0.76 -2.90  -0.055
C 4.06 0.92 -2.02  0.127
C 3.90 0.58 -0.58  0.084
O 2.79 0.60 -0.05  0.181
C 5.10 0.27 0.15  0.042
C 6.30 0.61 -0.36  -0.002
C 6.44 1.29 -1.64  0.052
C 7.67 1.79 -2.05  -0.028
C 7.78 2.45 -3.28  0.111
C 6.67 2.57 -4.11  -0.052
C 5.45 2.06 -3.72  0.124
C 5.32 1.43 -2.48  0.039
H -2.36 1.92 -2.99  0.001
H -2.14 1.71 -1.23  0.006
H -2.67 0.33 -2.21  0.000
H -2.24 0.19 -4.47  0.001
H -1.34 -0.64 -6.60  0.003
H 1.09 -0.98 -6.91  0.001
H 2.64 -0.48 -5.04  0.001
H 4.98 -0.19 1.12  -0.001
H 7.20 0.40 0.20  -0.001
H 8.53 1.69 -1.42  0.002
H 8.73 2.86 -3.58  0.003
H 6.77 3.08 -5.06  0.000
H 4.58 2.16 -4.36  0.007
O 3.13 -1.70 1.56  0.020
C 2.05 -1.33 1.94  -0.024
O 1.00 -1.09 1.18  0.190
C 1.71 -1.16 3.43  0.087
P 0.14 -0.26 3.43  0.443
C 0.55 1.49 3.31  0.071
C 1.16 2.11 4.40  0.003
C 1.52 3.45 4.32  0.004
C 1.26 4.17 3.16  0.000
C 0.62 3.56 2.09  0.022
C 0.26 2.22 2.16  0.040
C -0.75 -0.61 4.95  0.093
C -1.47 0.37 5.65  0.054
C -2.23 -0.01 6.74  -0.025
C -2.32 -1.34 7.12  0.088
C -1.62 -2.32 6.41  -0.036
C -0.86 -1.96 5.32  0.070
H 2.48 -0.58 3.94  0.017
H 1.65 -2.14 3.90  0.001
H 1.37 1.55 5.31  0.003
H 1.99 3.93 5.16  0.001
H 1.54 5.21 3.10  0.000
H 0.40 4.13 1.19  0.000
H -0.27 1.76 1.35  -0.042
H -1.40 1.41 5.38  0.001
H -2.77 0.75 7.30  0.000
H -2.93 -1.62 7.97  0.003
H -1.68 -3.35 6.71  -0.001
H -0.34 -2.72 4.76  0.004
O -1.28 -0.92 -0.39  0.067
S -1.75 -1.80 0.75  0.042
C -3.55 -1.48 0.98  0.006
C -3.94 -0.06 0.69  -0.007
C -4.87 0.21 -0.31  -0.001
C -5.27 1.52 -0.55  0.000
C -4.75 2.56 0.20  0.000
C -3.81 2.30 1.19  0.006
C -3.42 0.99 1.43  0.015
C -1.81 -3.51 0.02  0.007
C -2.51 -3.56 -1.30  -0.001
C -1.83 -3.20 -2.46  -0.003
C -2.47 -3.24 -3.69  0.000
C -3.81 -3.61 -3.76  0.001
C -4.49 -3.96 -2.61  0.000
C -3.84 -3.95 -1.39  0.001
H -3.72 -1.73 2.03  -0.001
H -4.09 -2.17 0.34  0.001
H -5.28 -0.60 -0.89  0.000
H -6.01 1.72 -1.32  0.000
H -5.08 3.58 0.02  0.000
H -3.40 3.11 1.78  0.000
H -2.71 0.78 2.23  0.008
H -2.29 -4.13 0.79  -0.001
H -0.75 -3.77 -0.05  0.001
H -0.78 -2.91 -2.40  0.001
H -1.93 -3.00 -4.59  -0.001
H -4.31 -3.63 -4.72  0.000
H -5.53 -4.27 -2.67  0.000
H -4.37 -4.28 -0.50  0.000

Computed properties:
* HOMO-LUMO gap (spin up / spin down): 7.2 / 5.9 eV
* spin multiplicity: 5
* HOMO level (spin up / spin down): -13.0128 / -13.5069 eV
* total charge: +2

[2]
Entry from OMol25: a structure of composition H6O19S4Zn in a non-equilibrium geometry (wB97M-V/def2-TZVPD).

Each line ends with the Löwdin charge.
Atoms and positions in Å:
Zn 0.45 0.65 -0.65  0.571
S 0.46 4.88 2.44  0.035
O -0.02 4.00 3.48  -0.375
O 0.36 4.13 1.21  -0.411
O -0.47 6.00 2.34  -0.499
O 1.86 5.22 2.66  -0.461
S 0.21 -4.52 -2.14  0.029
O -1.04 -4.95 -1.60  -0.414
O 0.34 -3.09 -1.85  -0.415
O 1.29 -5.25 -1.55  -0.441
O 0.23 -4.75 -3.61  -0.536
S -3.19 -0.78 2.78  0.141
O -4.35 -0.01 3.24  -0.482
O -2.64 -0.17 1.53  -0.375
O -2.14 -0.75 3.80  -0.374
O -3.61 -2.15 2.42  -0.406
S 4.12 -0.97 2.44  0.062
O 5.26 -0.08 2.26  -0.453
O 4.15 -1.99 1.38  -0.361
O 4.14 -1.58 3.72  -0.396
O 2.88 -0.22 2.33  -0.304
O -4.92 -1.71 -1.99  -0.044
H -5.55 -1.34 -2.60  -0.007
H -4.35 -0.98 -1.76  0.045
O -1.22 1.77 -3.64  -0.090
H -1.60 1.15 -4.25  0.018
H -1.44 2.63 -4.00  0.006
O 3.29 1.57 -2.56  -0.092
H 4.12 1.09 -2.55  0.025
H 3.40 2.22 -3.25  0.002

Computed properties:
* HOMO-LUMO gap: 2.2 eV
* HOMO level: 7.4710 eV
* total charge: -6

[3]
Entry from OMol25: a cluster of 2 separate species, C9H14O in total in a non-equilibrium geometry (wB97M-V/def2-TZVPD).

Each line ends with the Mulliken spin population.
Atoms and positions in Å:
C 0.75 -1.54 2.47  0.009
C -2.41 0.19 0.31  0.258
C -2.57 -0.01 1.71  0.080
C -1.26 -0.22 -0.41  0.115
C -1.53 -0.55 2.39  0.036
C -0.19 -0.71 0.30  0.032
C -0.33 -0.92 1.68  0.245
O -3.27 0.92 -0.36  0.159
H -4.05 1.15 0.19  -0.006
H -3.51 0.26 2.17  0.000
H -1.18 0.01 -1.46  0.002
H -1.56 -0.73 3.46  0.000
H 0.66 -0.91 -0.33  0.004
H 1.72 -1.54 1.98  0.002
H 0.51 -2.59 2.70  0.048
H 0.88 -1.14 3.45  0.016
C 2.43 0.64 -3.14  0.000
C 1.92 1.44 -1.93  0.000
H 1.67 0.67 -3.91  0.000
H 3.37 1.01 -3.55  0.000
H 2.61 -0.39 -2.87  0.000
H 2.41 2.40 -1.82  0.000
H 2.07 0.93 -0.97  0.001
H 0.85 1.63 -2.06  -0.001

Computed properties:
* HOMO-LUMO gap (spin up / spin down): 10.2 / 7.1 eV
* spin multiplicity: 2
* HOMO level (spin up / spin down): -13.9826 / -14.5256 eV
* total charge: +1

[4]
Entry from OMol25: the ion C2H5N6 with charge -1 in a non-equilibrium geometry (wB97M-V/def2-TZVPD).

Each line ends with the Mulliken spin population.
Atoms and positions in Å:
C -2.45 -0.27 0.48  0.525
C 0.17 -0.13 -0.49  0.023
N -3.73 -0.10 -1.17  0.709
N -2.81 -0.86 -0.65  0.039
N -3.16 0.85 0.68  0.053
N -4.01 0.89 -0.35  0.706
N -1.31 -0.58 1.39  -0.046
N -0.11 -0.03 0.99  0.043
H -0.07 -1.14 -0.93  0.003
H -0.56 0.36 -1.21  0.016
H 1.12 0.13 -0.79  -0.017
H -1.25 -1.67 1.44  -0.031
H -0.09 0.88 1.27  -0.023

Computed properties:
* HOMO-LUMO gap (spin up / spin down): 3.4 / 7.2 eV
* spin multiplicity: 3
* HOMO level (spin up / spin down): 0.6453 / -4.7515 eV
* total charge: -1

[5]
Entry from OMol25: a cluster of 10 separate species, C5H27NO11 in total in a non-equilibrium geometry (wB97M-V/def2-TZVPD).

Each line ends with the Löwdin charge.
Atoms and positions in Å:
O 0.04 2.28 1.45  0.141
C -0.05 1.10 1.33  -0.529
O 0.60 0.42 0.36  0.011
C -0.88 0.14 2.11  -0.070
C -2.42 0.35 1.81  -0.124
C -2.77 1.14 0.53  -0.219
C -3.82 -0.53 -0.73  -0.058
N -2.86 0.28 -0.65  -0.024
H 1.09 0.96 -0.30  0.079
H -0.61 -0.90 1.96  0.099
H -0.78 0.39 3.16  0.125
H -2.86 0.79 2.68  0.102
H -2.83 -0.64 1.65  0.092
H -2.02 1.88 0.30  0.087
H -3.66 1.76 0.67  0.118
H -4.64 -0.66 -0.02  0.086
H -3.86 -1.17 -1.61  0.068
H 2.05 -1.82 2.41  -0.020
H 1.50 -1.78 3.77  0.047
O 1.96 -1.19 3.16  -0.069
H 2.94 -3.80 1.23  0.069
H 1.67 -3.31 0.44  0.036
O 2.23 -3.15 1.21  -0.033
H 1.47 4.40 -2.41  0.031
H 1.15 3.32 -1.33  -0.014
O 0.79 4.05 -1.83  -0.055
H -1.55 1.34 -4.13  0.044
H -1.73 0.14 -3.26  0.016
O -1.55 0.38 -4.19  -0.056
H 3.15 3.04 0.06  0.047
H 3.87 1.67 -0.39  0.020
O 3.35 2.43 -0.65  -0.047
H 2.42 -0.12 0.46  0.011
H 3.26 -0.82 1.30  0.009
O 3.32 0.00 0.80  -0.050
H -0.88 -3.82 -0.62  0.029
H -0.75 -3.11 0.62  -0.024
O -1.14 -3.90 0.31  -0.050
H 0.19 0.88 -2.71  0.034
H 1.68 1.31 -2.74  0.070
O 0.99 0.95 -2.18  -0.028
H 0.41 -1.07 -0.80  0.004
H 1.03 -1.69 -2.00  0.050
O 0.48 -1.94 -1.24  -0.054

Computed properties:
* HOMO-LUMO gap: 10.2 eV
* structure (SMILES): C=NCCCC(=O)O.O.O.O.O.O.O.O.O.O
* HOMO level: -10.0156 eV
* total charge: 0

[6]
Entry from OMol25: a structure of composition C16H8Cl4N2O2Se2V in a non-equilibrium geometry (wB97M-V/def2-TZVPD).

Each line ends with the Mulliken spin population.
Atoms and positions in Å:
V 0.61 0.28 -0.17  1.288
Cl -5.66 -1.77 1.01  -0.001
C -3.98 -1.44 1.15  -0.006
C -3.26 -1.93 2.25  0.003
Cl -4.07 -2.84 3.47  0.000
C -1.90 -1.67 2.38  0.000
Cl -0.98 -2.24 3.71  -0.001
C -1.27 -0.92 1.39  -0.012
O 0.02 -0.61 1.35  -0.066
C -1.98 -0.46 0.28  -0.016
O -1.22 0.21 -0.57  -0.044
C -3.34 -0.71 0.15  0.005
Cl -4.17 -0.11 -1.23  0.000
Se 1.79 0.94 -2.36  -0.053
Se 2.75 0.89 1.15  -0.062
C 1.79 2.49 0.95  0.001
C 2.12 3.77 1.39  -0.004
C 1.22 4.79 1.19  0.005
C -0.01 4.55 0.56  -0.003
C -0.27 3.27 0.14  0.008
N 0.61 2.28 0.33  -0.027
C 1.90 -0.95 -2.32  0.006
C 2.45 -1.84 -3.23  -0.008
C 2.32 -3.20 -2.97  0.008
C 1.65 -3.65 -1.83  -0.004
C 1.15 -2.71 -0.96  0.016
N 1.29 -1.40 -1.21  -0.031
H 3.07 3.94 1.89  0.001
H 1.46 5.79 1.53  0.000
H -0.73 5.33 0.41  0.000
H -1.19 2.99 -0.37  0.000
H 2.96 -1.47 -4.11  0.000
H 2.74 -3.91 -3.67  0.001
H 1.53 -4.70 -1.63  0.000
H 0.63 -2.97 -0.05  -0.002

Computed properties:
* HOMO-LUMO gap (spin up / spin down): 6.2 / 7.0 eV
* spin multiplicity: 2
* HOMO level (spin up / spin down): -7.8099 / -7.8723 eV
* total charge: 0

- Which of these has the lowest total charge?
  H6O19S4Zn